Entry 1:
# C6H24NO6

A structure of composition C6H24NO6 at a distorted geometry (ωB97M-V/def2-TZVPD, the OMol25 dataset).

Output
orbital gap	8.5	eV
electronic energy	-749.25074	Ha
F_max	1.6	eV Å⁻¹
energy above the lowest of the compared OMol25 structures with the same formula, charge and spin	36.5	kJ/mol
E_HOMO	-0.194	Eh
total charge	-1

Last column: Mulliken charge in e.
Atoms and positions in Å:
C 0.8493 -0.9339 2.3059  -1.38
C 0.8877 -0.7964 0.7793  -0.15
N -0.0113 0.2436 0.3087  0.04
C 0.3412 0.3777 -2.8425  -1.03
C -0.0354 1.4533 -1.8243  -0.93
C 0.6000 1.3513 -0.4457  0.54
C 0.2965 2.6851 0.3142  -0.86
O 0.0636 2.4586 1.6993  -0.60
H -0.1148 -1.3117 2.6501  0.25
H 1.1489 -0.0053 2.7881  0.26
H 1.5900 -1.6803 2.6219  0.44
H 1.9506 -0.6937 0.5408  0.28
H 0.6044 -1.7362 0.3051  0.11
H -0.3923 1.6044 1.7858  0.30
H 1.4067 0.1805 -2.7866  0.38
H -0.1411 -0.5702 -2.6096  -0.05
H -0.0641 0.6661 -3.8145  0.37
H 0.2346 2.4444 -2.1961  0.46
H -1.1216 1.4119 -1.7094  0.34
H 1.6803 1.2178 -0.4540  0.51
H 1.1381 3.3784 0.3208  0.32
H -0.6102 3.1674 -0.0663  0.32
H -3.3920 -0.8294 1.6956  0.27
H -3.0215 -1.5842 0.3824  0.47
O -3.6769 -1.5373 1.1175  -0.72
H -2.4451 -1.0798 -1.7198  0.12
H -0.8325 -0.1718 -0.1891  0.16
O -1.8907 -1.2879 -0.9655  -1.01
H -1.2268 -2.4083 -1.0517  0.38
H -1.1231 -4.0279 -0.6140  0.21
O -0.6551 -3.3676 -1.1275  -0.83
H 0.8320 -2.6949 -2.4294  0.36
H 1.8922 -3.2354 -1.5333  0.28
O 1.7836 -2.6749 -2.2959  -0.64
H 0.6347 3.5646 4.2085  0.28
H 1.3254 2.8798 3.0732  0.43
O 1.4948 3.5422 3.7778  -0.68

Entry 2:
# C6H24NO7

A cluster of 7 separate species, C6H24NO7 in total (ωB97M-V/def2-TZVPD, the OMol25 dataset).

Output
orbital gap	9.8	eV
electronic energy	-824.23680	Ha
F_max	0.9	eV Å⁻¹
energy above the lowest of the compared OMol25 structures with the same formula, charge and spin	0.0	kJ/mol
E_HOMO	-0.455	Eh
total charge	+1

Last column: Mulliken charge in e.
Atoms and positions in Å:
O 2.0009 2.6328 -0.4956  -0.56
C 1.4056 1.8418 0.1873  0.01
C -0.0581 1.5165 -0.1972  -0.59
C -0.5350 0.1580 0.2602  0.29
C -0.4836 -0.0098 1.7588  -0.68
C -1.2377 -0.8957 2.4038  -0.10
C -1.2131 -1.0742 3.8912  -1.33
N -0.1132 1.6140 -1.6767  -0.13
H 1.8104 1.3882 1.1022  0.41
H -0.6596 2.3049 0.2796  0.47
H -1.5616 -0.0464 -0.0716  0.40
H 0.0455 -0.6437 -0.2148  0.06
H 0.1869 0.6269 2.3262  0.15
H -1.9359 -1.5521 1.8977  0.44
H -0.3958 -0.5135 4.3574  0.32
H -2.1688 -0.7588 4.3109  0.33
H -1.0466 -2.1172 4.1610  0.35
H 0.5857 0.9797 -2.0826  0.36
H -1.0529 1.3125 -2.0420  0.42
H 0.1176 2.5447 -2.0244  0.38
H -3.0942 -2.5525 -1.6696  0.31
H -1.6132 -2.5681 -1.3308  0.41
O -2.3534 -1.9435 -1.5456  -0.70
H 1.5753 -2.0609 1.0345  0.31
H 2.6622 -2.9251 0.3622  0.26
O 1.9208 -2.3427 0.1609  -0.72
H 0.5321 -3.0936 -0.5879  0.39
H -0.0196 -4.3245 -1.4566  0.32
O -0.2521 -3.5774 -0.9088  -0.70
H 2.1497 -0.9152 -0.8828  0.31
H 3.0298 0.1411 -1.6103  0.29
O 2.1392 -0.0265 -1.2969  -0.55
H -2.7059 0.3614 -3.6066  0.31
H -2.0543 -0.6025 -2.5602  0.41
O -1.9141 0.2272 -3.0812  -0.69
H 0.3152 3.5564 2.8287  0.27
H 1.1512 4.2590 1.7602  0.27
O 0.6485 3.4414 1.9320  -0.53

Entry 3:
# C6H24O6

A cluster of 6 separate species, C6H24O6 in total at a distorted geometry (ωB97M-V/def2-TZVPD, the OMol25 dataset).

Output
orbital gap	10.3	eV
structure (SMILES)	CCO.CCO.CCO.O.O.O
electronic energy	-694.41215	Ha
F_max	2.2	eV Å⁻¹
energy above the lowest of the compared OMol25 structures with the same formula, charge and spin	105.7	kJ/mol
E_HOMO	-0.363	Eh
total charge	0

Last column: Mulliken charge in e.
Atoms and positions in Å:
C 0.5861 -2.2741 0.9777  -0.81
C 1.9428 -1.5401 0.8998  -0.31
O 1.9900 -0.2933 1.6240  -0.62
H -0.2131 -1.6508 0.6026  0.07
H 0.3917 -2.5054 2.0348  0.32
H 0.6594 -3.2482 0.5007  0.41
H 2.1092 -1.1878 -0.1201  0.22
H 2.7663 -2.2268 1.0928  0.41
H 1.9364 -0.5079 2.5805  0.33
C -2.7871 -2.5969 -2.2124  -1.25
C -1.9973 -1.2848 -2.3613  -0.06
O -0.7230 -1.4451 -1.7636  -0.42
H -3.8265 -2.4586 -2.4328  0.39
H -2.7205 -2.9753 -1.1918  0.29
H -2.5000 -3.3943 -2.8805  0.31
H -2.5965 -0.5403 -1.8746  0.20
H -1.9236 -1.0131 -3.4150  0.31
H -0.2045 -0.6205 -1.7600  0.26
C -2.0143 1.5861 1.2594  -1.01
C -0.8390 1.2065 2.0546  -0.04
O 0.4145 1.6590 1.4744  -0.56
H -1.9733 2.6051 0.8809  0.30
H -2.9668 1.4431 1.7679  0.41
H -2.1713 0.9676 0.3755  0.07
H -0.8179 0.1245 2.1302  0.11
H -0.9224 1.6515 3.0309  0.34
H 0.9530 0.8430 1.3521  0.37
O 0.7964 0.9390 -1.3069  -0.65
H 0.4925 1.2082 -0.4294  0.26
H 1.7518 1.1479 -1.3335  0.36
O 3.4685 1.2941 -0.5105  -0.72
H 3.4436 2.2664 -0.5549  0.35
H 3.0344 1.0138 0.3168  0.35
O 1.7749 4.2099 -0.3063  -0.65
H 1.0821 3.9778 -0.9247  0.33
H 1.6036 3.6199 0.4228  0.31

Entry 4:
# C6H24O6

A cluster of 6 separate species, C6H24O6 in total at a distorted geometry (ωB97M-V/def2-TZVPD, the OMol25 dataset).

Output
orbital gap	10.0	eV
structure (SMILES)	CCO.CCO.CCO.O.O.O
electronic energy	-694.38779	Ha
F_max	2.6	eV Å⁻¹
energy above the lowest of the compared OMol25 structures with the same formula, charge and spin	169.7	kJ/mol
E_HOMO	-0.358	Eh
total charge	0

Last column: Mulliken charge in e.
Atoms and positions in Å:
C -12.7571 4.8550 18.5287  -0.78
C -13.2064 3.6771 17.6933  -0.17
O -13.5653 4.0402 16.3444  -0.49
H -13.5470 5.6032 18.6345  0.07
H -11.9287 5.4197 18.0971  0.32
H -12.5019 4.5254 19.5378  0.32
H -14.0743 3.2763 18.2236  0.21
H -12.4549 2.9188 17.4982  0.30
H -14.3192 4.6388 16.3330  0.26
C -15.8187 4.8477 20.5273  -0.53
C -16.3496 6.1619 21.0747  -0.33
O -15.5518 7.2797 20.6326  -0.57
H -16.0740 4.8394 19.4666  0.01
H -16.2985 3.9818 20.9770  0.40
H -14.7406 4.8336 20.6795  0.15
H -16.2647 6.2564 22.1595  0.38
H -17.3744 6.2794 20.7153  0.24
H -15.7303 8.0772 21.1332  0.28
C -16.1666 5.7561 13.0133  -0.81
C -16.1947 4.2300 12.8568  -0.17
O -15.9967 3.8678 11.4849  -0.57
H -15.1472 6.1509 12.9980  0.27
H -16.4902 5.9507 14.0397  0.17
H -16.6951 6.2649 12.2093  0.33
H -17.0774 3.7718 13.2904  0.31
H -15.2666 3.9091 13.3386  0.15
H -15.0649 3.7575 11.2991  0.31
O -15.0838 7.5899 17.9714  -0.66
H -15.5311 7.5722 18.8493  0.38
H -14.9501 8.5216 17.7746  0.27
O -18.6922 6.7803 15.7427  -0.64
H -19.4710 6.2111 15.7218  0.31
H -19.0447 7.6724 15.8283  0.28
O -16.7549 5.1868 17.0462  -0.64
H -15.9941 5.7595 17.2130  0.22
H -17.3989 5.7626 16.5973  0.39

Entry 5:
# C6H24O8

A cluster of 8 separate species, C6H24O8 in total at a distorted geometry (ωB97M-V/def2-TZVPD, the OMol25 dataset).

Output
orbital gap	8.6	eV
structure (SMILES)	C/C=C/C=C(/C)O.O.O.O.O.O.O.O
electronic energy	-844.83431	Ha
F_max	2.9	eV Å⁻¹
energy above the lowest of the compared OMol25 structures with the same formula, charge and spin	320.8	kJ/mol
E_HOMO	-0.307	Eh
total charge	0

Last column: Mulliken charge in e.
Atoms and positions in Å:
C 0.1168 3.0732 -1.2369  -1.23
C -0.0075 1.6207 -1.0218  0.74
C -1.0885 0.8724 -0.8040  -1.50
C -0.8690 -0.5131 -0.3798  0.22
C -1.9234 -1.2349 0.0365  0.63
C -1.7470 -2.5657 0.6267  -1.26
O -3.2018 -0.6931 0.0956  -0.53
H 0.7494 3.4268 -0.3097  0.19
H 0.8386 3.4377 -2.0193  0.37
H -0.8608 3.4804 -1.5346  0.33
H 1.0021 1.0778 -0.8546  -0.04
H -2.0526 1.4140 -1.0868  0.47
H 0.1266 -0.9681 -0.4635  0.34
H -2.0868 -2.8824 1.6387  0.36
H -0.6316 -2.7564 0.5649  0.09
H -2.3327 -3.2276 -0.0357  0.45
H -3.7931 -1.3684 0.4650  0.32
O 1.4809 -0.5194 2.6050  -0.60
H 2.0460 -0.1212 3.2571  0.27
H 2.1664 -0.6375 1.9071  0.29
O -0.0805 2.1263 2.0751  -0.70
H -0.2003 1.4044 2.7448  0.32
H 0.3899 1.6459 1.3563  0.38
O 0.2498 -0.5297 -3.4462  -0.62
H -0.6104 -1.0294 -3.5991  0.37
H -0.2382 0.0496 -2.8574  0.30
O 0.4595 -3.0210 2.5209  -0.64
H 0.4307 -2.0197 2.5074  0.34
H 0.9702 -3.2037 1.7450  0.30
O 3.3827 0.3402 0.2010  -0.64
H 2.7298 0.1621 -0.4845  0.31
H 3.8650 1.1694 0.1111  0.29
O -2.6021 1.9262 1.4146  -0.71
H -1.6312 1.9901 1.3867  0.50
H -2.8603 1.4695 0.6010  0.32
O 2.8867 -0.9627 -2.2703  -0.65
H 2.3854 -0.5923 -3.0709  0.33
H 2.5413 -1.8403 -2.3856  0.30

Entry 6:
# C6H25N12O7

A cluster of 7 separate species, C6H25N12O7 in total at a distorted geometry (ωB97M-V/def2-TZVPD, the OMol25 dataset).

Output
orbital gap	9.1	eV
electronic energy	-1427.72910	Ha
F_max	1.0	eV Å⁻¹
energy above the lowest of the compared OMol25 structures with the same formula, charge and spin	0.0	kJ/mol
E_HOMO	-0.251	Eh
total charge	-1

Last column: Mulliken charge in e.
Atoms and positions in Å:
O 0.0979 0.0504 -0.4176  -0.99
H 0.0228 -0.8769 -0.6520  -0.21
C -2.3732 2.7115 -0.9772  0.37
O -3.2408 3.5744 -0.9464  -0.73
N -1.9261 2.0609 0.1184  -0.05
N -1.7671 2.3228 -2.1444  -0.24
H -1.0616 1.5325 0.1112  0.18
H -2.3385 2.2838 1.0081  0.13
H -2.0051 2.8554 -2.9595  0.17
H -1.0492 1.6209 -2.1904  0.23
C -1.2238 0.1940 3.4781  0.50
O -1.9630 1.1472 3.3011  -0.67
N -0.9691 -0.3507 4.7130  -0.38
N -0.5648 -0.4529 2.4762  -0.01
H -0.2458 -1.0193 4.9006  0.16
H -1.3449 0.1156 5.5180  0.23
H -0.5564 -0.0686 1.5433  -0.16
H -0.0797 -1.3316 2.6014  0.28
C 2.1729 -2.3936 2.0247  0.56
O 1.0979 -2.9330 2.2818  -0.76
N 3.3281 -2.6418 2.7022  -0.42
N 2.2558 -1.4558 1.0439  -0.20
H 3.2225 -3.1783 3.5418  0.25
H 4.1788 -2.2104 2.3992  0.16
H 3.0626 -0.8874 0.8646  0.20
H 1.4552 -1.3521 0.4441  0.16
C -3.1408 -2.1094 -0.9478  0.31
O -3.9052 -3.0506 -1.1267  -0.70
N -2.0862 -2.1589 -0.0793  -0.22
N -3.3115 -0.8911 -1.5331  -0.31
H -1.9973 -2.9076 0.5805  0.15
H -1.3148 -1.5204 -0.2053  0.40
H -4.0464 -0.7420 -2.1950  0.19
H -2.6792 -0.1515 -1.2695  0.26
C 2.2704 2.6275 0.1067  0.34
O 3.0884 3.5194 0.3020  -0.73
N 1.7040 1.8744 1.0937  -0.12
N 1.8276 2.2170 -1.1206  -0.09
H 1.0929 1.1377 0.7418  0.24
H 2.0138 1.8782 2.0442  0.20
H 1.1166 1.4862 -1.0617  0.02
H 2.1602 2.6105 -1.9774  0.21
C 1.1292 -0.4327 -4.0627  0.50
O 1.1152 -0.4387 -5.2862  -0.69
N 2.2590 -0.1473 -3.3390  -0.33
N 0.0595 -0.7787 -3.2920  -0.22
H 2.1545 -0.0590 -2.3414  0.20
H 3.0646 0.2218 -3.8037  0.21
H -0.8298 -0.9996 -3.7000  0.22
H 0.0702 -0.5022 -2.3117  0.17